1.
Entry from the Open Molecules 2025 dataset: a structure of composition C24H39BN8O3PtSSi (ωB97M-V with the def2-TZVPD basis set).

Properties
Orbital gap (spin up / spin down)   7.12 / 7.32 eV
Multiplicity   2
E_tot   -66221.367 eV
Total charge   +1

Positions of all 78 atoms, in Å:
Pt: -0.338458 -1.230601 -0.071500
C: 2.522336 -4.051888 -1.417206
C: 1.984207 -2.769449 -1.428362
N: 1.045366 -2.680313 -0.487528
N: 0.956973 -3.869690 0.133562
C: 1.841507 -4.715236 -0.414069
B: -0.078502 -4.128525 1.273172
N: 0.108903 -2.962149 2.292457
C: 0.136631 -2.950796 3.632678
C: 0.235702 -1.641086 4.065768
C: 0.252875 -0.879264 2.903128
N: 0.179907 -1.692508 1.849901
N: -1.493661 -4.003009 0.674513
C: -2.580746 -4.796493 0.696156
C: -3.614486 -4.140997 0.059394
C: -3.080870 -2.915885 -0.331448
N: -1.809007 -2.847126 0.043090
N: 0.227267 -5.440352 1.933349
C: 1.328553 -5.723292 2.687602
C: 1.407971 -7.080999 2.822467
C: 0.308554 -7.567925 2.082665
N: -0.385459 -6.588065 1.541096
H: 3.298234 -4.440742 -2.051486
H: 2.216521 -1.923916 -2.052860
H: 1.920752 -5.728157 -0.054742
H: 0.090671 -3.873154 4.186587
H: 0.293837 -1.290883 5.080509
H: 0.308077 0.186855 2.762960
H: -2.519642 -5.774327 1.138641
H: -4.613483 -4.502905 -0.104278
H: -3.538003 -2.093771 -0.856704
H: 1.965291 -4.941763 3.070145
H: 2.140824 -7.642506 3.374635
H: -0.001024 -8.589343 1.929484
C: -0.335303 4.766322 1.273044
C: -1.383008 3.666868 1.362800
C: -0.952100 2.578276 2.335387
C: -2.738805 4.234376 1.746939
O: -1.569800 3.077473 0.052705
Si: -0.671724 2.168622 -0.924390
S: -1.712750 0.227678 -0.907744
O: -0.784572 2.544741 -2.476531
C: -0.963974 3.731070 -3.299087
C: 0.072260 3.648492 -4.406589
C: -0.767422 4.984382 -2.461138
C: -2.374776 3.658486 -3.858426
O: 0.822194 2.010680 -0.327459
C: 2.135215 1.720548 -0.857337
C: 2.815464 0.846477 0.185313
C: 2.862154 3.047585 -1.013489
C: 2.034694 0.996915 -2.192158
H: -0.198254 5.224628 2.253552
H: -0.651495 5.543263 0.576921
H: 0.623127 4.363022 0.944516
H: -0.902462 2.977565 3.349280
H: 0.038148 2.210393 2.060799
H: -1.667436 1.752746 2.320814
H: -2.685532 4.715020 2.724218
H: -3.485484 3.441101 1.787530
H: -3.058582 4.974971 1.013910
H: 1.082597 3.711822 -3.998841
H: -0.061867 4.475141 -5.104813
H: -0.030484 2.712386 -4.955875
H: 0.226626 4.995739 -2.005737
H: -1.517714 5.045839 -1.674081
H: -0.857668 5.867215 -3.094773
H: -2.509367 2.737364 -4.425280
H: -2.564101 4.504459 -4.519959
H: -3.105053 3.682318 -3.048577
H: 2.830198 1.350564 1.152352
H: 3.842624 0.626492 -0.107742
H: 2.282901 -0.103336 0.299752
H: 2.923560 3.561743 -0.053967
H: 2.332464 3.688826 -1.720104
H: 3.874571 2.889157 -1.386709
H: 1.402263 0.110401 -2.102537
H: 3.028327 0.687086 -2.519713
H: 1.602716 1.635347 -2.960567

Force components x, y, z for each atom (eV/Å):
Pt 0.1 -0.1 0.1
C 0.0 0.0 0.0
C 0.0 0.0 0.0
N 0.0 0.0 0.0
N 0.0 0.0 0.0
C 0.0 0.0 0.0
B 0.0 0.0 0.0
N 0.0 0.0 0.0
C 0.0 0.0 0.0
C 0.0 0.0 0.0
C 0.0 0.0 0.0
N -0.1 0.1 0.0
N 0.0 0.0 0.0
C 0.0 0.0 0.0
C 0.0 0.0 0.0
C 0.0 0.0 0.0
N 0.0 0.0 0.0
N 0.0 0.0 -0.1
C 0.0 0.0 0.1
C 0.0 0.0 0.0
C 0.0 0.0 0.0
N 0.0 0.0 0.0
H 0.0 0.0 0.0
H 0.0 0.0 0.0
H 0.0 0.0 0.0
H 0.0 0.0 0.0
H 0.0 0.0 0.0
H 0.0 0.0 0.0
H 0.0 0.0 0.0
H 0.0 0.0 0.0
H 0.0 0.0 0.0
H 0.0 0.0 0.0
H 0.0 0.0 0.0
H 0.0 0.0 0.0
C 0.0 0.0 0.0
C 0.0 0.0 0.0
C 0.0 0.0 0.0
C 0.0 0.0 0.0
O 0.0 0.0 -0.1
Si -0.1 0.0 0.0
S -0.1 0.1 -0.1
O 0.1 0.0 0.0
C -0.1 0.0 0.0
C 0.0 0.0 0.0
C 0.0 0.0 0.0
C 0.0 0.0 0.0
O 0.0 -0.1 0.0
C 0.0 0.0 0.0
C 0.0 0.0 0.0
C 0.0 0.0 0.0
C 0.0 0.0 0.0
H 0.0 0.0 0.0
H 0.0 0.0 0.0
H 0.0 0.0 0.0
H 0.0 0.0 0.0
H 0.0 0.0 0.0
H 0.0 0.0 0.0
H 0.0 0.0 0.0
H 0.0 0.0 0.0
H 0.0 0.0 0.0
H 0.0 0.0 0.0
H 0.0 0.0 0.0
H 0.0 0.0 0.0
H 0.0 0.0 0.0
H 0.0 0.0 0.0
H 0.0 0.0 0.0
H 0.0 0.0 0.0
H 0.0 0.0 0.0
H 0.0 0.0 0.0
H 0.0 0.0 0.0
H 0.0 0.0 0.0
H 0.0 0.0 0.0
H 0.0 0.0 0.0
H 0.0 0.0 0.0
H 0.0 0.0 0.0
H 0.0 0.0 0.0
H 0.0 0.0 0.0
H 0.0 0.0 0.0


2.
Entry from the Open Molecules 2025 dataset: an isolated molecule of C4H4FP (ωB97M-V with the def2-TZVPD basis set).

Properties
Orbital gap (spin up / spin down)   6.02 / 6.49 eV
Multiplicity   3
E_tot   -16210.554 eV
Total charge   0

Positions of all 10 atoms, in Å:
C: -0.755911 -0.198679 -1.242914
C: -1.482092 -0.373253 1.186643
C: 1.086208 0.493280 0.129596
C: 0.466110 0.299905 -1.145464
F: 1.193455 0.658798 -2.241024
P: 0.198316 -0.290649 1.346289
H: -1.488511 -0.375725 -1.993701
H: -1.985926 -1.323867 1.174987
H: 2.096156 0.848333 0.252781
H: 0.672197 0.261857 2.532806

Force components x, y, z for each atom (eV/Å):
C -1.2 -0.3 1.3
C 2.1 -0.7 -0.6
C -0.4 -0.6 -1.8
C 1.2 0.5 0.4
F 0.2 0.5 -0.1
P -1.7 0.4 1.2
H 0.1 -0.1 -0.7
H -0.8 0.2 0.0
H 0.1 0.1 0.0
H 0.3 0.1 0.3


3.
Entry from the Open Molecules 2025 dataset: a cluster of 6 separate species, C18H30BF4NO10S3 in total (ωB97M-V with the def2-TZVPD basis set).

Properties
Orbital gap   4.22 eV
E_tot   -85175.991 eV
Total charge   -2

Positions of all 67 atoms, in Å:
N: 0.449124 0.283725 -0.169413
H: 1.311762 0.085145 0.355658
H: 0.697176 0.580592 -1.148060
H: -0.091250 1.077154 0.220378
H: -0.159452 -0.529067 -0.408050
C: -1.994509 -0.842438 1.713776
C: -2.470084 -0.116475 2.827667
C: -3.610490 0.937140 2.580020
O: -3.908108 1.697083 3.525417
C: -4.208585 0.934359 1.299409
C: -3.758051 0.125034 0.220657
C: -2.557349 -0.782463 0.417347
O: -1.951268 -1.346018 -0.510351
O: -4.403934 0.060379 -0.833271
O: -2.000210 -0.210651 3.973968
H: -1.196416 -1.552576 1.929494
H: -5.038892 1.608585 1.130250
B: 0.149172 1.676987 -3.352844
F: -1.052495 1.511199 -2.621664
F: 0.169773 2.963596 -3.950299
F: 1.264294 1.585284 -2.432685
F: 0.256552 0.600793 -4.267465
C: -3.106792 5.157760 -0.605100
C: -3.344418 5.112780 0.917992
C: -2.064794 4.682226 1.610752
S: -0.931068 4.105916 0.353643
O: -0.454117 2.771095 0.604275
O: -0.022172 5.203444 0.077751
C: -2.137896 4.070693 -0.993668
H: -2.635508 6.114042 -0.874532
H: -4.085164 5.171387 -1.087588
H: -4.063089 4.320459 1.114009
H: -3.792553 6.025510 1.306999
H: -2.207458 3.840132 2.286869
H: -1.591769 5.434760 2.241484
H: -2.558217 3.064468 -1.054727
H: -1.550528 4.255714 -1.891043
C: 1.517261 -2.801052 4.035428
C: 3.008945 -3.184520 4.047702
C: 3.560331 -2.478764 2.815650
S: 2.793212 -0.864901 2.863166
O: 2.328985 -0.547552 1.543356
O: 3.636084 0.011707 3.627985
C: 1.385052 -1.301463 3.930302
H: 1.045041 -3.282666 4.900863
H: 0.963666 -3.325166 3.247402
H: 3.160852 -4.261564 3.999897
H: 3.398045 -2.828268 5.005453
H: 3.188026 -3.034341 1.953126
H: 4.635258 -2.390536 2.675933
H: 0.485747 -0.975275 3.401672
H: 1.525589 -0.738666 4.846458
C: 2.551674 -4.355178 -4.165818
C: 3.264702 -3.030541 -4.466230
C: 2.152285 -2.013549 -4.537420
S: 1.147731 -2.385691 -3.058565
O: -0.206848 -2.350721 -3.472984
O: 1.680817 -1.609567 -1.972099
C: 1.713997 -4.128787 -2.916928
H: 3.140848 -5.269138 -4.061786
H: 1.844077 -4.586439 -4.971925
H: 3.795173 -3.219985 -5.405239
H: 3.992338 -2.791755 -3.687307
H: 1.524098 -2.129189 -5.419133
H: 2.426960 -0.962214 -4.493831
H: 0.754705 -4.634525 -2.809854
H: 2.234119 -4.207444 -1.962301

Force components x, y, z for each atom (eV/Å):
N -0.3 0.3 -2.1
H -0.9 -0.1 -0.3
H 0.2 0.2 0.9
H 0.2 -0.7 0.0
H -0.2 0.0 1.0
C -0.7 0.1 0.6
C -0.1 0.4 -0.1
C 0.1 0.0 0.0
O 0.0 -0.1 -0.2
C 0.9 0.1 0.6
C -1.7 0.0 0.0
C 2.0 0.2 1.3
O -0.3 -0.2 -1.1
O 0.3 0.0 -0.6
O 0.2 -0.2 0.1
H 0.0 0.0 -0.3
H -0.1 0.0 -0.1
B -0.5 -0.1 0.4
F 0.7 0.3 -0.2
F 0.1 -0.8 0.0
F -0.2 0.1 -0.5
F 0.3 0.7 -0.1
C -0.1 1.3 0.1
C -0.3 -0.8 -0.3
C 0.3 -0.4 1.2
S -0.9 0.6 -1.0
O 0.4 0.4 0.5
O 0.3 -0.4 0.2
C 0.2 -0.6 0.2
H -0.1 0.0 0.1
H 0.2 -0.5 -0.3
H -0.2 -0.1 0.0
H 0.3 0.2 0.0
H -0.3 -0.2 -0.1
H 0.2 0.2 -0.5
H 0.0 0.0 0.2
H -0.1 0.0 -0.1
C -0.6 -1.7 0.7
C -0.4 0.3 0.1
C 0.2 -0.6 -0.2
S -0.8 -0.6 0.9
O 0.7 0.2 -0.1
O 0.6 0.5 -0.2
C 0.2 0.1 -1.0
H 0.0 0.7 0.3
H 0.4 0.4 -0.5
H 0.0 0.0 0.0
H 0.4 0.1 -0.2
H -0.2 0.3 -0.2
H 0.1 0.2 0.4
H -0.1 0.0 0.3
H 0.0 -0.1 0.1
C -1.0 -0.6 0.5
C 0.4 -1.1 -0.6
C 0.0 0.4 0.3
S 1.4 0.4 -1.3
O -1.1 -0.3 0.3
O -0.1 -0.2 0.4
C -0.8 0.9 0.7
H 0.5 0.3 0.0
H 0.2 0.2 -0.1
H 0.1 0.6 0.0
H 0.0 0.0 0.0
H -0.1 -0.2 0.1
H 0.1 0.0 0.2
H 0.2 -0.4 -0.3
H 0.3 0.0 -0.2


4.
Entry from the Open Molecules 2025 dataset: an isolated molecule of C3H3BrOS (ωB97M-V with the def2-TZVPD basis set).

Properties
Orbital gap   7.35 eV
E_tot   -86082.400 eV
Total charge   0

Positions of all 9 atoms, in Å:
C: 1.101938 1.088377 -0.674227
C: 2.091340 1.426821 0.309485
C: 0.100892 0.112632 -0.091834
O: 1.049053 1.556087 -1.782291
S: 3.528464 1.105190 0.810119
Br: 5.379846 -0.524607 -0.131488
H: 0.586655 -0.651441 0.508711
H: -0.579853 0.681402 0.542375
H: -0.462583 -0.338021 -0.906653

Force components x, y, z for each atom (eV/Å):
C -1.2 -0.6 -0.3
C 3.4 -0.5 0.6
C -0.1 0.1 -0.4
O 0.2 0.1 0.1
S -1.1 0.2 -0.5
Br -1.2 0.7 0.3
H 0.0 -0.1 0.1
H 0.0 0.0 0.1
H 0.0 0.0 0.0


5.
Entry from the Open Molecules 2025 dataset: an isolated molecule of C13H13ClN2OS (ωB97M-V with the def2-TZVPD basis set).

Properties
Orbital gap   9.22 eV
E_tot   -42077.499 eV
Total charge   0

Positions of all 31 atoms, in Å:
C: -1.918052 -2.316192 -1.630458
C: -2.335991 -1.904978 -0.221454
N: -2.390041 -0.473012 -0.090826
N: -3.544033 0.150902 -0.195131
C: -3.306471 1.455557 -0.086129
C: -4.403619 2.455330 -0.152991
C: -1.939035 1.675708 0.092271
C: -1.363295 0.407071 0.082562
C: 0.012924 0.009041 0.247837
O: 0.456482 -1.111829 0.255099
S: 1.085928 1.438274 0.453027
C: 2.666544 0.631018 0.577946
C: 2.888805 -0.331399 1.549513
C: 4.125192 -0.949829 1.612704
C: 5.135798 -0.601342 0.733722
C: 4.897890 0.376752 -0.220025
Cl: 6.154301 0.826480 -1.316881
C: 3.664160 0.997789 -0.311618
H: -1.959117 -3.397492 -1.723104
H: -2.585810 -1.873135 -2.365443
H: -0.900490 -1.990757 -1.830654
H: -1.625931 -2.302246 0.507111
H: -3.340733 -2.271448 -0.001124
H: -5.347698 1.945300 -0.319298
H: -4.459535 3.018906 0.776951
H: -4.226247 3.158375 -0.965081
H: -1.432312 2.610721 0.214460
H: 2.106094 -0.598483 2.241288
H: 4.304923 -1.707912 2.359374
H: 6.100846 -1.079948 0.785343
H: 3.478537 1.752770 -1.059004

Force components x, y, z for each atom (eV/Å):
C 0.0 0.1 0.2
C 0.1 -0.8 -0.3
N 0.5 0.6 0.3
N -0.7 0.0 -0.1
C 0.3 -0.1 0.0
C 0.0 0.0 0.0
C 0.2 -0.5 0.0
C -1.0 0.3 -0.1
C 1.1 0.1 0.1
O -0.4 -0.2 -0.1
S 0.2 0.1 0.1
C -0.4 0.1 0.0
C 0.2 0.0 0.0
C -0.1 0.0 0.1
C 0.0 0.1 -0.1
C -0.1 -0.1 0.2
Cl 0.2 0.1 -0.1
C 0.0 0.0 0.0
H 0.0 -0.1 0.0
H -0.1 0.0 -0.1
H 0.1 0.0 0.0
H -0.2 0.1 0.0
H 0.1 0.1 0.1
H -0.1 0.0 0.0
H -0.1 0.1 0.0
H -0.1 0.1 0.0
H 0.1 0.2 0.0
H -0.1 0.0 0.0
H 0.0 -0.1 0.1
H 0.1 0.0 0.0
H 0.0 0.0 -0.1